{
  "formula": "C24H33Cl2CoN3O4S2",
  "method": "ωB97M-V/def2-TZVPD",
  "s_squared": 1.14,
  "charge": -2,
  "homo_lumo_gap_ev": [6.537, 6.753],
  "spin_multiplicity": 2,
  "elements": ["Co", "C", "C", "C", "C", "C", "C", "C", "C", "C", "C", "C", "C", "C", "C", "C", "C", "C", "H", "H", "H", "H", "H", "H", "H", "H", "H", "H", "H", "H", "H", "H", "H", "H", "H", "H", "H", "H", "H", "H", "H", "H", "H", "H", "H", "H", "H", "C", "O", "C", "S", "S", "H", "H", "H", "Cl", "C", "Cl", "C", "O", "O", "H", "O", "N", "C", "C", "N", "C", "N"],
  "xyz": [[-0.2592, 0.2399, -0.5693], [0.5981, -1.7800, -0.7829], [-0.0443, -1.7015, 0.5195], [0.7095, -0.7535, 1.2746], [1.7377, -0.2640, 0.4063], [1.7336, -0.9684, -0.8139], [2.7840, -0.9268, -1.9041], [2.1569, -1.1379, -3.2840], [3.5801, 0.3779, -1.8983], [3.7625, -2.0826, -1.6188], [0.7172, -0.2888, 2.7353], [1.7050, -1.1808, 3.5117], [-0.6339, -0.3072, 3.4462], [1.2367, 1.1580, 2.8330], [-1.1499, -2.6903, 0.9096], [-0.6470, -3.5827, 2.0568], [-1.4575, -3.6356, -0.2628], [-2.4855, -2.0386, 1.2918], [0.2598, -2.3957, -1.5991], [2.4437, 0.5063, 0.6659], [1.4193, -0.3615, -3.4833], [1.6756, -2.1168, -3.3512], [2.9328, -1.0953, -4.0549], [2.9483, 1.2269, -2.1418], [4.3841, 0.3153, -2.6381], [4.0412, 0.5549, -0.9231], [3.2366, -3.0400, -1.6070], [4.2429, -1.9488, -0.6461], [4.5415, -2.1222, -2.3876], [1.3788, -2.2214, 3.5278], [1.7951, -0.8331, 4.5464], [2.6931, -1.1452, 3.0479], [-1.0317, -1.3126, 3.5698], [-1.3655, 0.2971, 2.9126], [-0.5142, 0.1173, 4.4476], [2.2897, 1.2356, 2.5610], [1.1433, 1.4999, 3.8675], [0.6640, 1.8253, 2.1893], [0.3162, -4.0284, 1.7947], [-1.3627, -4.3899, 2.2437], [-0.5193, -3.0305, 2.9859], [-0.5826, -4.2265, -0.5438], [-1.8097, -3.0898, -1.1382], [-2.2496, -4.3250, 0.0422], [-2.3977, -1.2949, 2.0758], [-3.1804, -2.8136, 1.6334], [-2.9252, -1.5451, 0.4252], [-2.8879, 3.3319, -2.7458], [-2.2844, 2.1369, -2.2612], [-2.8444, 0.9630, -2.5419], [-4.1797, 0.8141, -3.5367], [-2.0659, -0.3667, -1.8054], [-2.3188, 4.1385, -2.2904], [-3.9359, 3.3766, -2.4496], [-2.8192, 3.3771, -3.8326], [0.5353, 5.2963, -2.1797], [0.5972, 3.6510, -1.5008], [1.9372, 3.5466, -0.3062], [0.7977, 2.5458, -2.5686], [1.1907, 2.8642, -3.6853], [0.6097, 1.3862, -2.1129], [-0.3146, 3.5072, -0.9334], [-1.1233, 1.7588, 0.6584], [-1.7648, 2.8200, 0.4113], [-2.8495, 3.0548, 1.1340], [-3.5572, 4.2670, 0.8839], [-4.1461, 5.2436, 0.7139], [-3.3449, 2.1583, 2.1292], [-3.7422, 1.4494, 2.9464]]
}

{
  "formula": "C24H33Cl2N4O3Zn",
  "method": "ωB97M-V/def2-TZVPD",
  "charge": -1,
  "homo_lumo_gap_ev": [5.269, 5.269],
  "spin_multiplicity": 1,
  "elements": ["O", "C", "C", "C", "H", "C", "H", "C", "H", "C", "H", "C", "H", "H", "C", "C", "H", "H", "H", "C", "C", "H", "H", "H", "H", "Zn", "Cl", "Cl", "H", "H", "C", "C", "N", "H", "C", "O", "H", "H", "H", "H", "H", "H", "C", "C", "N", "H", "C", "O", "H", "H", "H", "H", "N", "C", "N", "C", "C", "C", "C", "C", "C", "H", "H", "H", "H", "H", "H"],
  "xyz": [[-0.0958, -1.3075, -3.7538], [-0.7199, -0.2309, -3.5805], [-0.2425, 1.1639, -3.6458], [0.3117, 1.8975, -2.5993], [0.2923, 1.4971, -1.5578], [0.7603, 3.2066, -2.8870], [1.1294, 3.8854, -2.0815], [0.7564, 3.6075, -4.2429], [1.0798, 4.6252, -4.5037], [0.3279, 2.7534, -5.2856], [0.3692, 3.0375, -6.3293], [-0.2028, 1.5433, -4.9751], [-0.6448, 0.8422, -5.6712], [-1.8554, -0.2423, -3.5810], [-2.7695, -1.1324, -1.3981], [-1.9204, 0.0306, -1.0746], [-3.3213, -1.1017, -2.4307], [-3.5492, -1.1964, -0.5391], [-2.0950, -2.0278, -1.3590], [-2.3450, 1.3290, -0.9789], [-3.7731, 1.8091, -0.6597], [-1.5899, 2.1277, -1.0648], [-4.4025, 2.0739, -1.5543], [-3.5339, 2.7479, -0.1202], [-4.2771, 1.0838, 0.0702], [-1.5831, -0.2129, 0.9102], [-0.0488, 1.4909, 0.9553], [-3.6397, -0.3117, 1.8418], [4.4565, 1.6205, -1.9153], [4.4368, 0.9591, 0.4579], [3.3584, 1.6315, -1.9150], [3.3363, 0.9194, 0.4493], [2.8712, 0.6956, -0.9139], [2.9933, 1.3429, -2.9044], [2.1820, -0.4235, -1.2433], [1.9371, -1.3491, -0.4452], [2.9693, 0.1120, 1.0870], [1.9390, -0.5174, -2.3328], [3.0343, 2.6566, -1.6869], [2.9493, 1.8761, 0.8262], [0.8977, -5.3013, 1.1597], [1.5048, -5.4575, -0.9409], [0.0397, -4.6400, 0.9611], [1.0930, -4.5224, -1.3402], [0.3637, -3.8709, -0.2460], [-0.1196, -3.9584, 1.8232], [-0.0795, -2.6127, -0.3501], [-0.6595, -2.0475, 0.6034], [1.8940, -3.8528, -1.6949], [0.0479, -2.1328, -1.3401], [-0.8766, -5.2625, 0.8264], [0.4054, -4.7405, -2.1757], [0.9941, -1.1531, 4.6053], [0.4801, -1.4101, 3.3600], [-0.5219, -0.5777, 3.1102], [-0.6337, 0.3123, 4.1790], [-1.4563, 1.4146, 4.4085], [-1.4350, 2.0489, 5.6599], [-0.5192, 1.6190, 6.6393], [0.4242, 0.6061, 6.3924], [0.3177, -0.0594, 5.1611], [1.7467, -1.6942, 5.0179], [0.8976, -2.1750, 2.6794], [-2.1387, 1.6153, 3.5783], [-2.1214, 2.8894, 5.8097], [-0.5361, 2.1765, 7.5740], [1.1103, 0.2736, 7.1721]]
}

{
  "formula": "C24H33ClN2O2",
  "method": "ωB97M-V/def2-TZVPD",
  "charge": 0,
  "smiles": "CCOc1cccc(CN(C)C[C@@H]2CCCN(CCc3ccc(Cl)cc3)C2)c1O",
  "homo_lumo_gap_ev": 8.897,
  "spin_multiplicity": 1,
  "elements": ["C", "C", "O", "C", "C", "C", "C", "C", "C", "N", "C", "C", "C", "C", "C", "C", "N", "C", "C", "C", "C", "C", "C", "Cl", "C", "C", "C", "C", "O", "H", "H", "H", "H", "H", "H", "H", "H", "H", "H", "H", "H", "H", "H", "H", "H", "H", "H", "H", "H", "H", "H", "H", "H", "H", "H", "H", "H", "H", "H", "H", "H", "H"],
  "xyz": [[0.0199, 1.4116, -7.6118], [-0.1734, 2.6473, -6.7469], [-0.0382, 2.2526, -5.3982], [-0.1656, 3.2080, -4.4151], [-0.4225, 4.5511, -4.6202], [-0.5116, 5.4037, -3.5294], [-0.3542, 4.9179, -2.2479], [-0.1047, 3.5695, -2.0184], [0.0484, 3.0172, -0.6283], [-1.1596, 2.3263, -0.1964], [-2.2577, 3.2500, -0.0178], [-0.9347, 1.5136, 0.9857], [-0.2106, 0.2037, 0.6626], [-0.9482, -0.5749, -0.4235], [-0.2240, -1.8908, -0.6798], [-0.0915, -2.6755, 0.6231], [0.6341, -1.8796, 1.5925], [1.1318, -2.6108, 2.7288], [0.0655, -3.2035, 3.6859], [0.7393, -3.9646, 4.7820], [1.1275, -3.3285, 5.9558], [1.7926, -4.0154, 6.9544], [2.0786, -5.3589, 6.7774], [2.9080, -6.2292, 8.0232], [1.7064, -6.0145, 5.6156], [1.0421, -5.3129, 4.6269], [-0.0861, -0.6654, 1.9158], [-0.0051, 2.7130, -3.1093], [0.2666, 1.3945, -2.9250], [1.0073, 0.9896, -7.4437], [-0.7260, 0.6616, -7.3620], [-0.0796, 1.6770, -8.6601], [0.5819, 3.4063, -6.9931], [-1.1710, 3.0764, -6.9139], [-0.5498, 4.9452, -5.6159], [-0.7061, 6.4526, -3.6929], [-0.4212, 5.5899, -1.4052], [0.3113, 3.8359, 0.0671], [0.8610, 2.2902, -0.6374], [-2.0761, 3.9801, 0.7891], [-2.4186, 3.7939, -0.9470], [-3.1629, 2.6914, 0.2163], [-1.9143, 1.2644, 1.4037], [-0.3736, 2.0670, 1.7620], [0.8009, 0.4123, 0.3060], [-1.9715, -0.7736, -0.0955], [-0.9881, 0.0297, -1.3274], [-0.7653, -2.4905, -1.4137], [0.7731, -1.6839, -1.0700], [-1.1016, -2.9438, 0.9828], [0.4667, -3.5993, 0.4500], [1.7774, -1.9386, 3.3022], [1.7527, -3.4293, 2.3521], [-0.5908, -3.8649, 3.1185], [-0.5296, -2.3895, 4.1023], [0.9022, -2.2810, 6.0937], [2.0869, -3.5157, 7.8641], [1.9337, -7.0615, 5.4894], [0.7496, -5.8237, 3.7210], [-1.0986, -0.8758, 2.3072], [0.4724, -0.1284, 2.6876], [0.2948, 0.9804, -3.7990]]
}

Energy above the lowest of the compared OMol25 structures with the same formula, charge and spin: 0.0 325.0 8.5 (kJ/mol)